Here is C43H44N7O2P2V as an isolated structure from the Open Molecules 2025 dataset. Energies are from the ωB97M-V functional and the def2-TZVPD basis.

Output
HOMO (spin up / spin down) (eV): -9.5 / -9.9
Frontier orbital gap (spin up / spin down) (eV): 6.8249 / 7.0667
Energy relative to the best compared isomer or geometry (same formula, charge and spin) (kJ/mol): 0.0

ORCA input file:
```
! RIJCOSX wB97M-V def2-TZVPD def2/J DEFGRID3
* xyz 1 4
V -1.913 -0.360 -1.059
C -2.592 0.321 2.658
P -3.350 0.234 0.995
C -4.249 1.825 0.969
C -4.624 -1.083 1.247
C -4.951 -1.866 -0.030
P -3.429 -2.457 -0.883
C -4.076 -3.146 -2.438
C -3.042 -3.979 0.057
H -3.344 0.467 3.435
H -1.885 1.152 2.694
H -2.045 -0.601 2.864
H -5.013 1.871 1.746
H -4.699 2.003 -0.003
H -3.522 2.620 1.150
H -5.527 -0.655 1.688
H -4.206 -1.760 1.999
H -5.487 -1.241 -0.744
H -5.597 -2.718 0.196
H -4.884 -3.855 -2.253
H -3.252 -3.652 -2.943
H -4.435 -2.336 -3.073
H -3.878 -4.680 0.022
H -2.830 -3.742 1.101
H -2.164 -4.442 -0.394
C 7.486 4.195 7.972
O 6.883 4.956 6.936
C 6.004 4.335 6.124
C 5.643 2.993 6.228
C 4.727 2.459 5.338
C 4.156 3.238 4.337
C 4.529 4.581 4.243
C 5.439 5.125 5.121
C 3.192 2.626 3.427
N 2.825 1.363 3.448
C 1.913 1.234 2.440
C 1.718 2.434 1.790
N 2.547 3.318 2.434
C 0.816 2.594 0.697
C 0.581 3.783 -0.009
C -0.324 3.788 -1.041
C -1.004 2.609 -1.355
N -0.803 1.479 -0.698
C 0.098 1.448 0.309
C 0.315 0.174 0.958
N -0.367 -0.888 0.472
C -0.159 -2.080 1.010
C 0.713 -2.282 2.083
C 1.404 -1.211 2.598
C 1.219 0.053 2.024
H 8.147 4.878 8.498
H 8.069 3.367 7.565
H 6.735 3.810 8.666
H 6.066 2.361 6.994
H 4.441 1.419 5.414
H 4.115 5.226 3.477
H 5.733 6.164 5.055
H 2.666 4.294 2.230
H 1.113 4.689 0.254
H -0.521 4.686 -1.609
H -1.739 2.573 -2.150
H -0.694 -2.902 0.553
H 0.838 -3.277 2.488
H 2.095 -1.317 3.423
C 3.146 -0.931 -3.848
C 2.319 -0.378 -4.819
C 0.969 -0.197 -4.571
C 0.432 -0.577 -3.340
C 1.262 -1.121 -2.369
C 2.613 -1.300 -2.623
N -0.953 -0.401 -3.031
N -1.660 -0.132 -4.029
C -3.000 0.153 -3.774
C -3.780 0.343 -4.921
C -5.115 0.661 -4.789
C -5.639 0.804 -3.509
C -4.838 0.615 -2.387
C -3.482 0.269 -2.453
H 4.201 -1.068 -4.047
H 2.732 -0.078 -5.773
H 0.322 0.240 -5.317
H 0.826 -1.442 -1.436
H 3.251 -1.733 -1.862
H -3.316 0.234 -5.894
H -5.739 0.806 -5.661
H -6.683 1.068 -3.383
H -5.323 0.738 -1.425
O -0.784 -3.508 -2.159
N 0.241 -3.963 -2.796
C 1.219 -4.630 -2.142
C 2.334 -5.093 -2.805
C 2.473 -4.872 -4.166
C 1.464 -4.186 -4.822
C 0.361 -3.746 -4.126
H 1.039 -4.758 -1.086
H 3.088 -5.624 -2.242
H 3.344 -5.224 -4.700
H 1.520 -3.982 -5.882
H -0.464 -3.202 -4.561
*
```

These are the Löwdin partial charges, in e, on atoms 1 to 6: number 1, V, carries 0.43; number 2, C, carries -0.25; number 3, P, carries 0.85; number 4, C, carries -0.24; number 5, C, carries -0.38; number 6, C, carries -0.39

---

Here is C43H45BrN5O4S2Se3TeW as an isolated structure in a non-equilibrium geometry from the Open Molecules 2025 dataset. Energies are from the ωB97M-V functional and the def2-TZVPD basis.

Output
HOMO (spin up / spin down) (eV): -10.5 / -10.5
Frontier orbital gap (spin up / spin down) (eV): 4.6709 / 4.6480
Energy relative to the best compared isomer or geometry (same formula, charge and spin) (kJ/mol): 273.3

ORCA input file:
```
! RIJCOSX wB97M-V def2-TZVPD def2/J DEFGRID3
* xyz 1 1
W 0.512 1.138 -0.922
C 3.699 0.424 -3.261
C 3.379 -1.061 -3.315
C 2.220 -1.326 -4.280
C 3.188 -1.708 -1.944
C 3.502 -3.067 -1.963
C 3.653 -3.805 -0.812
C 3.593 -3.156 0.402
C 3.233 -1.820 0.497
C 3.338 -1.201 1.890
C 4.811 -0.873 2.191
C 2.863 -2.139 3.009
C 2.906 -1.113 -0.693
N 2.316 0.229 -0.513
C 3.220 1.088 0.113
O 4.417 1.063 0.018
C 2.512 2.110 0.981
C 3.054 2.985 1.905
C 2.184 3.834 2.576
C 0.804 3.757 2.379
C 0.339 2.826 1.477
N 1.188 2.051 0.795
C -1.078 2.332 1.279
O -2.003 2.819 1.877
N -1.123 1.241 0.420
C -2.110 0.256 0.901
C -3.219 -0.215 0.165
C -3.946 -1.281 0.705
C -3.671 -1.832 1.936
C -2.663 -1.281 2.697
C -1.878 -0.245 2.212
C -0.889 0.334 3.219
C -1.658 1.097 4.306
C 0.020 -0.710 3.858
C -3.933 0.363 -1.064
C -3.111 1.019 -2.161
C -5.026 1.312 -0.545
H 3.941 0.792 -4.260
H 2.828 0.959 -2.894
H 4.536 0.630 -2.594
H 4.266 -1.550 -3.729
H 1.267 -1.044 -3.836
H 2.375 -0.752 -5.197
H 2.155 -2.381 -4.546
H 3.688 -3.535 -2.922
H 3.881 -4.861 -0.852
H 3.832 -3.700 1.302
H 2.739 -0.282 1.931
H 5.412 -1.774 2.077
H 5.221 -0.118 1.530
H 4.910 -0.529 3.222
H 3.643 -2.860 3.252
H 2.660 -1.569 3.914
H 1.980 -2.697 2.729
H 4.122 3.000 2.068
H 2.575 4.552 3.283
H 0.100 4.372 2.920
H -4.792 -1.659 0.145
H -4.271 -2.643 2.324
H -2.478 -1.657 3.692
H -0.217 1.037 2.730
H -2.296 0.413 4.864
H -0.953 1.561 4.998
H -2.280 1.875 3.872
H -0.535 -1.412 4.476
H 0.526 -1.281 3.091
H 0.761 -0.215 4.489
H -4.452 -0.475 -1.538
H -2.317 1.629 -1.746
H -2.683 0.269 -2.823
H -3.740 1.670 -2.772
H -4.608 2.180 -0.035
H -5.650 1.655 -1.371
H -5.668 0.786 0.161
Se 2.175 3.262 -1.506
Se 2.791 3.940 -3.655
Te 1.185 2.478 -5.104
Se 0.028 1.538 -3.148
O -0.944 -3.913 2.393
S -0.392 -3.923 1.079
O 0.802 -4.672 0.843
N -0.104 -2.332 0.479
C -0.703 -2.259 -0.658
S -0.414 -0.982 -1.788
C -1.622 -3.332 -1.065
C -2.452 -3.389 -2.172
C -3.252 -4.513 -2.326
C -3.211 -5.551 -1.403
C -2.382 -5.487 -0.287
C -1.603 -4.362 -0.146
H -2.486 -2.575 -2.884
H -3.917 -4.579 -3.176
H -3.831 -6.425 -1.548
H -2.352 -6.283 0.444
Br -3.667 7.715 -1.904
C -2.638 6.159 -1.643
C -3.135 5.085 -0.925
C -2.347 3.957 -0.789
N -1.106 3.824 -1.276
C -0.668 4.872 -1.985
C -1.373 6.041 -2.195
H -4.116 5.111 -0.474
H -2.765 3.121 -0.254
H 0.314 4.802 -2.431
H -0.939 6.837 -2.782
*
```

These are the Löwdin partial charges, in e, on atoms 1 to 6: number 1, W, carries 1.18; number 2, C, carries -0.13; number 3, C, carries -0.35; number 4, C, carries -0.08; number 5, C, carries -0.12; number 6, C, carries -0.03

---

Here is C43H45N5O2PbS3 as an isolated structure from the Open Molecules 2025 dataset. Energies are from the ωB97M-V functional and the def2-TZVPD basis.

Output
HOMO (eV): -11.3
Frontier orbital gap (eV): 2.5174
Energy relative to the best compared isomer or geometry (same formula, charge and spin) (kJ/mol): 373.8

ORCA input file:
```
! RIJCOSX wB97M-V def2-TZVPD def2/J DEFGRID3
* xyz 2 1
Pb -0.018 0.898 -0.879
O -3.942 6.700 1.071
C -3.980 6.286 -0.090
O -4.632 6.514 -1.106
C -2.909 5.123 -0.323
C -2.050 4.762 0.698
C -1.194 3.692 0.519
N -1.162 3.004 -0.640
C -1.932 3.406 -1.663
C -2.834 4.453 -1.525
C -1.718 2.749 -2.977
C -2.485 3.064 -4.090
C -2.137 2.537 -5.322
C -1.017 1.728 -5.419
C -0.330 1.425 -4.260
N -0.687 1.898 -3.064
C -0.293 3.277 1.621
C -0.217 4.003 2.810
C 0.661 3.602 3.795
C 1.486 2.512 3.563
C 1.362 1.855 2.353
N 0.471 2.193 1.432
H -2.116 5.337 1.612
H -3.485 4.786 -2.321
H -3.342 3.714 -4.011
H -2.728 2.771 -6.198
H -0.688 1.332 -6.369
H 0.539 0.779 -4.278
H -0.826 4.879 2.970
H 0.732 4.156 4.721
H 2.224 2.197 4.291
H 2.186 0.466 0.945
C 2.044 -3.730 -3.956
C 2.174 -2.262 -4.339
S 2.013 -1.068 -2.963
C 3.682 -0.395 -2.719
C 4.670 -1.277 -1.967
S 4.144 -1.755 -0.288
C 4.092 -3.573 -0.425
C 2.934 -4.126 -1.259
S 3.439 -4.375 -2.993
H 2.050 -4.327 -4.869
H 1.113 -3.933 -3.427
H 1.376 -2.000 -5.037
H 3.132 -2.078 -4.824
H 3.499 0.536 -2.178
H 4.096 -0.142 -3.695
H 5.622 -0.754 -1.871
H 4.833 -2.207 -2.504
H 4.011 -3.916 0.603
H 5.056 -3.915 -0.800
H 2.085 -3.444 -1.237
H 2.628 -5.102 -0.877
N -2.918 1.441 0.965
C -3.369 0.254 1.553
C -3.781 0.250 2.890
C -4.370 -0.874 3.448
C -4.515 -2.024 2.682
C -4.034 -2.041 1.381
C -3.449 -0.919 0.787
C -3.078 -0.992 -0.660
C -4.040 -1.645 -1.447
C -3.834 -1.949 -2.780
C -2.614 -1.644 -3.352
C -1.672 -0.959 -2.600
C -1.879 -0.558 -1.276
H -3.143 1.498 -0.020
H -3.239 2.266 1.454
H -3.717 1.170 3.461
H -4.750 -0.837 4.461
H -5.012 -2.895 3.090
H -4.152 -2.940 0.788
H -4.989 -1.902 -0.994
H -4.612 -2.427 -3.359
H -2.399 -1.918 -4.378
H -0.728 -0.735 -3.082
C -0.396 -3.093 3.391
N 0.978 -2.526 3.415
C 1.957 -3.526 2.916
C 1.021 -1.245 2.652
C 2.256 -0.439 2.875
C 3.205 -0.716 3.812
C 4.398 0.030 3.871
C 4.682 1.034 2.947
C 3.734 1.370 2.029
C 2.406 0.741 1.996
H -0.413 -4.011 3.973
H -0.666 -3.299 2.360
H -1.097 -2.374 3.805
H 1.204 -2.311 4.388
H 1.628 -3.862 1.936
H 1.987 -4.372 3.599
H 2.941 -3.078 2.844
H 0.131 -0.662 2.920
H 0.933 -1.483 1.587
H 3.097 -1.532 4.517
H 5.127 -0.215 4.635
H 5.638 1.539 2.973
H 3.914 2.158 1.307
*
```

These are the Löwdin partial charges, in e, on atoms 1 to 6: number 1, Pb, carries 1.32; number 2, O, carries 0.00; number 3, C, carries -0.67; number 4, O, carries 0.01; number 5, C, carries -0.04; number 6, C, carries 0.06

---

Quick rundown of DFT total energy, same order as above: -3825.3394; -13149.8876; -3476.6162 Eh